Formula: C6H10N2O
Source: the Open Molecules 2025 dataset
Level of theory: the ωB97M-V functional and the def2-TZVPD basis

Each line ends with the natural charge from an NBO analysis.
Element x y z (Å)
C: -1.7907 0.0163 -1.1633  -0.615
C: -0.8665 -0.2996 0.0284  0.256
C: -1.4015 -0.8433 1.3752  -0.634
N: 0.0485 -1.3608 -0.6526  -0.410
C: 1.2285 -1.1976 -0.3080  0.241
C: 2.0119 -0.1347 -0.2144  0.094
O: 3.1730 0.0131 0.4493  -0.680
C: 1.1287 1.0592 -0.4729  -0.254
N: -0.0829 0.8758 0.3424  -0.611
H: -2.3225 -0.8782 -1.6470  0.225
H: -1.0234 0.3172 -1.8634  0.213
H: -2.5229 0.7513 -0.8703  0.218
H: -0.4683 -1.1925 1.7904  0.212
H: -2.0102 -1.7834 1.1498  0.233
H: -1.7023 -0.1344 2.1280  0.226
H: 3.7398 0.8428 0.1898  0.488
H: 1.7655 1.8804 0.0089  0.212
H: 0.8516 1.1868 -1.5680  0.219
H: 0.2437 0.8815 1.2977  0.365

Calculated values
SMILES: CC1(C)N=C=C(O)CN1
ΔE to the lowest compared entry with this formula, charge and spin in eV: 4.103
Energy in eV: -11407.9845
Lowest unoccupied orbital energy in eV: 0.42
E_HOMO in hartree: -0.2879

---

Formula: C2H5N2OP
Source: the Open Molecules 2025 dataset
Level of theory: the ωB97M-V functional and the def2-TZVPD basis

Each line ends with the natural charge from an NBO analysis.
Element x y z (Å)
C: 1.5115 0.1963 0.2248  0.305
C: 0.8545 -0.9655 0.6518  -0.863
N: -1.8860 0.8434 0.6720  -0.267
N: -1.1777 0.3690 -0.3078  -0.385
O: 1.0103 1.0395 -0.4729  -0.647
P: -0.6614 -1.3036 -0.2391  0.774
H: 2.4552 0.1628 0.7477  0.144
H: 1.5458 -1.6189 1.1813  0.236
H: -2.4928 1.6361 0.3939  0.336
H: -1.0971 0.8462 -1.3087  0.440
H: -0.0624 -1.2054 -1.5431  -0.073

Calculated values
ΔE to the lowest compared entry with this formula, charge and spin in eV: 4.545
Energy in eV: -16466.8425
Lowest unoccupied orbital energy (spin up / spin down) in eV: -1.41 / -1.41
E_HOMO (spin up / spin down) in hartree: -0.2857 / -0.2857

---

Formula: C66H55BrCsO4P4S
Source: the Open Molecules 2025 dataset
Level of theory: the ωB97M-V functional and the def2-TZVPD basis

Each line ends with the Löwdin charge.
Element x y z (Å)
Cs: 2.7437 0.5499 0.2795  1.517
O: 0.8543 0.8501 2.3038  -0.285
C: 1.8851 0.7863 3.0235  -0.785
O: 2.9248 0.1852 2.7283  -0.297
C: 1.8033 1.5271 4.3261  -0.156
C: 2.7225 1.3164 5.3409  -0.023
C: 2.5777 1.9733 6.5474  -0.097
C: 1.5270 2.8603 6.7172  -0.095
C: 0.6270 3.0904 5.6928  -0.068
C: 0.7473 2.4214 4.4817  -0.269
P: -0.4399 2.5737 3.0884  1.139
C: -1.6426 1.3544 3.7467  -0.335
C: -3.0096 1.5720 3.5998  -0.170
C: -3.9221 0.6689 4.1142  -0.111
C: -3.4861 -0.4744 4.7638  -0.119
C: -2.1278 -0.7159 4.8780  -0.121
C: -1.2145 0.1912 4.3749  -0.106
C: -1.2683 4.1574 3.7234  -0.359
C: -0.7831 5.2955 3.0850  -0.119
C: -1.2419 6.5632 3.3937  -0.105
C: -2.2162 6.7234 4.3634  -0.119
C: -2.7200 5.6045 5.0053  -0.104
C: -2.2504 4.3393 4.6941  -0.121
H: 3.5311 0.6211 5.1677  0.112
H: 3.2728 1.7917 7.3578  0.091
H: 1.4009 3.3690 7.6643  0.092
H: -0.1802 3.7882 5.8497  0.087
H: -3.3600 2.4507 3.0768  0.095
H: -4.9805 0.8554 3.9903  0.099
H: -4.1980 -1.1891 5.1565  0.097
H: -1.7724 -1.6205 5.3537  0.097
H: -0.1596 -0.0157 4.4656  0.093
H: -0.0224 5.1692 2.3237  0.083
H: -0.8432 7.4293 2.8802  0.093
H: -2.5847 7.7101 4.6181  0.089
H: -3.4836 5.7242 5.7643  0.093
H: -2.6536 3.4850 5.2208  0.101
C: -0.7290 -3.0288 -0.5257  -0.392
C: -0.5052 -1.9411 0.5112  -0.399
P: -0.7199 -2.4986 2.2667  1.125
C: -2.4044 -3.2078 2.0413  -0.360
C: -3.3927 -2.2289 1.9864  -0.136
C: -4.7140 -2.5667 1.7806  -0.084
C: -5.0781 -3.8972 1.6620  -0.105
C: -4.1066 -4.8797 1.7270  -0.103
C: -2.7756 -4.5402 1.9075  -0.106
C: 0.3521 -3.9808 2.3258  -0.366
C: 0.0907 -5.0064 3.2350  -0.126
C: 0.9666 -6.0672 3.3781  -0.106
C: 2.1380 -6.1066 2.6391  -0.114
C: 2.4387 -5.0627 1.7793  -0.088
C: 1.5610 -4.0052 1.6331  -0.095
P: -0.9467 -2.2628 -2.2304  1.088
C: -2.4775 -1.3360 -2.0292  -0.431
C: -2.4049 0.1492 -2.2080  -0.479
C: -3.6794 0.7118 -2.6903  -0.135
C: -4.8454 0.1285 -2.3248  -0.197
C: -4.8583 -1.1494 -1.7215  -0.179
C: -3.6967 -1.8965 -1.6828  -0.173
C: -1.5621 -3.7742 -3.0983  -0.367
C: -0.9967 -5.0316 -2.8902  -0.106
C: -1.3955 -6.1283 -3.6327  -0.115
C: -2.3639 -5.9917 -4.6126  -0.128
C: -2.9187 -4.7435 -4.8483  -0.106
C: -2.5144 -3.6484 -4.1091  -0.103
H: -1.6320 -3.6040 -0.3009  0.069
H: 0.1248 -3.7103 -0.5592  0.052
H: -1.2204 -1.1166 0.3677  0.021
H: 0.4871 -1.4943 0.4184  0.029
H: -3.1094 -1.1926 2.0970  0.034
H: -5.4576 -1.7890 1.7090  0.102
H: -6.1160 -4.1701 1.5262  0.091
H: -4.3891 -5.9213 1.6347  0.092
H: -2.0308 -5.3220 1.9459  0.089
H: -0.8071 -4.9675 3.8386  0.099
H: 0.7417 -6.8663 4.0749  0.093
H: 2.8237 -6.9371 2.7463  0.090
H: 3.3643 -5.0670 1.2187  0.101
H: 1.8253 -3.1836 0.9834  0.101
H: -1.5308 0.4565 -2.7866  0.050
H: -3.6629 1.6804 -3.1748  0.081
H: -5.7881 0.6204 -2.5391  0.085
H: -5.7958 -1.5826 -1.4053  0.070
H: -3.7467 -2.9488 -1.4217  0.105
H: -0.2322 -5.1568 -2.1372  0.089
H: -0.9451 -7.0974 -3.4509  0.091
H: -2.6809 -6.8517 -5.1891  0.085
H: -3.6703 -4.6332 -5.6196  0.092
H: -2.9478 -2.6759 -4.2974  0.101
C: -0.6562 4.0496 -3.5510  -0.270
P: 0.0528 2.7079 -2.4641  1.061
C: 0.5344 1.4881 -3.7363  -0.405
C: -0.2953 1.1433 -4.8008  -0.117
C: 0.0037 0.0517 -5.5963  -0.095
C: 1.1254 -0.7200 -5.3356  -0.098
C: 1.9675 -0.3708 -4.2929  -0.073
C: 1.6671 0.7175 -3.4984  -0.103
C: 1.6686 3.5351 -2.1929  -0.405
C: 2.5737 3.7687 -3.2202  -0.093
C: 3.7202 4.4991 -2.9814  -0.099
C: 3.9776 4.9951 -1.7153  -0.099
C: 3.0952 4.7403 -0.6807  -0.087
C: 1.9402 4.0170 -0.9188  -0.124
H: -1.6864 3.8134 -3.8102  0.019
H: -0.0657 4.1749 -4.4583  0.035
H: -0.6505 4.9832 -2.9889  0.033
H: -1.1950 1.7135 -4.9877  0.097
H: -0.6650 -0.2186 -6.4043  0.097
H: 1.3377 -1.5899 -5.9420  0.096
H: 2.8494 -0.9489 -4.0614  0.096
H: 2.3221 0.9704 -2.6780  0.055
H: 2.3858 3.3641 -4.2055  0.110
H: 4.4195 4.6731 -3.7872  0.098
H: 4.8719 5.5770 -1.5352  0.097
H: 3.3088 5.1097 0.3141  0.102
H: 1.2359 3.8142 -0.1191  0.091
Br: 8.6429 1.3694 -6.6574  0.656
C: 7.4240 1.1540 -5.1955  -0.685
C: 7.1665 2.2354 -4.3663  -0.133
C: 6.2879 2.0668 -3.3155  -0.020
C: 5.6704 0.8407 -3.0880  -0.106
C: 5.9523 -0.2246 -3.9371  -0.020
C: 6.8282 -0.0810 -4.9931  -0.133
C: 4.6974 0.6696 -1.9321  -0.770
O: 4.4094 1.6901 -1.2765  -0.286
O: 4.2500 -0.4736 -1.7248  -0.205
H: 7.6521 3.1854 -4.5461  0.093
H: 6.0608 2.8787 -2.6428  0.104
H: 5.4742 -1.1709 -3.7406  0.112
H: 7.0477 -0.9127 -5.6483  0.094
S: -3.3392 0.7373 0.3502  0.739
C: -2.1896 0.5148 -0.7459  -0.501

Calculated values
ΔE to the lowest compared entry with this formula, charge and spin in eV: 0.257
Energy in eV: -196106.3635
Lowest unoccupied orbital energy (spin up / spin down) in eV: 3.29 / 3.29
Multiplicity: 2
Total charge: -2
E_HOMO (spin up / spin down) in hartree: -0.0358 / -0.0443

---

Formula: C5H18O3
Source: the Open Molecules 2025 dataset
Level of theory: the ωB97M-V functional and the def2-TZVPD basis

Each line ends with the natural charge from an NBO analysis.
Element x y z (Å)
C: -1.2099 1.6543 -1.5573  -0.695
C: -0.8488 0.6685 -0.4167  -0.446
C: 0.3941 -0.2333 -0.7265  -0.427
C: 1.7456 0.2029 -0.1913  -0.416
C: 2.2940 1.4065 -0.9200  -0.613
H: -2.2867 1.7967 -1.4667  0.219
H: -1.0319 1.2185 -2.5349  0.197
H: -0.5577 2.5254 -1.4802  0.180
H: -1.6900 -0.0290 -0.3879  0.210
H: -0.7486 1.1162 0.5730  0.184
H: 0.1149 -1.2433 -0.4886  0.215
H: 0.4612 -0.1862 -1.7911  0.185
H: 1.7030 0.3888 0.8792  0.191
H: 2.4260 -0.6539 -0.2130  0.192
H: 3.2572 1.7249 -0.4934  0.191
H: 2.5754 1.1819 -1.9490  0.198
H: 1.7140 2.3247 -0.8525  0.206
H: -3.9554 -1.2578 -2.8455  0.374
H: -5.2295 -0.4624 -2.3835  0.341
O: -4.4623 -0.9621 -2.0787  -1.345
H: -2.4407 -0.8508 1.7394  0.458
H: -2.2855 -1.9987 2.7224  0.441
O: -1.9299 -1.6510 1.8958  -1.001
H: 4.1131 -2.0960 4.2512  0.454
H: 4.2510 -2.1962 5.7111  0.453
O: 3.6274 -2.3887 5.0047  -0.947

Calculated values
ΔE to the lowest compared entry with this formula, charge and spin in eV: 0.000
Energy in eV: -11617.7573
Lowest unoccupied orbital energy (spin up / spin down) in eV: 2.59 / 2.50
Multiplicity: 2
Total charge: -1
E_HOMO (spin up / spin down) in hartree: 0.0436 / -0.2555

---

Formula: C3HErO3
Source: the Open Molecules 2025 dataset
Level of theory: the ωB97M-V functional and the def2-TZVPD basis

Each line ends with the natural charge from an NBO analysis.
Element x y z (Å)
C: -1.5195 0.5285 0.2960  0.594
C: -0.4122 0.0618 0.1412  0.087
O: -2.6832 1.0579 0.3706  -0.445
H: -2.8958 1.6179 -0.3922  0.571
O: 1.0967 -1.6777 -0.1023  -0.710
C: 0.9198 -0.4157 -0.1315  0.684
O: 1.9378 0.3321 0.0197  -0.715
Er: 3.5565 -1.5048 -0.2014  1.934

Calculated values
ΔE to the lowest compared entry with this formula, charge and spin in eV: 1.639
Energy in eV: -36867.6200
Lowest unoccupied orbital energy (spin up / spin down) in eV: -9.12 / -12.48
Multiplicity: 4
Total charge: +2
E_HOMO (spin up / spin down) in hartree: -0.6767 / -0.5898

---

Formula: C4H4N2O2
Source: the Open Molecules 2025 dataset
Level of theory: the ωB97M-V functional and the def2-TZVPD basis

Each line ends with the natural charge from an NBO analysis.
Element x y z (Å)
C: 1.5684 0.4525 0.3722  0.233
C: -0.0040 -1.3918 0.5097  -0.085
C: -1.3156 -1.4823 -0.2475  0.076
C: -0.7444 0.7894 -0.0066  0.890
H: 3.4001 0.1699 -0.7947  0.336
H: 1.7988 1.7027 0.9225  0.248
H: 0.8757 -2.0540 0.7212  0.263
H: -2.1587 -2.1480 -0.3854  0.239
N: 2.4985 -0.4752 -0.7799  -0.641
N: 0.2354 0.0717 0.8251  -0.532
O: -1.7259 -0.1282 -0.3744  -0.479
O: -0.7841 1.9966 -0.1940  -0.547

Calculated values
ΔE to the lowest compared entry with this formula, charge and spin in eV: 7.803
Energy in eV: -11280.7363
Lowest unoccupied orbital energy in eV: -0.85
E_HOMO in hartree: -0.3375